No. 1
# C4H9NO

C4H9NO in the gas phase (ωB97M-V/def2-TZVPD, the Open Molecules 2025 dataset).

Last column: Löwdin charge in e.
Element x y z (Å)
C 2.24257 0.32225 0.26214  -0.10
C 0.84472 0.91211 0.11699  -0.29
N 0.05522 0.55218 1.29145  0.06
C -0.71162 -0.43989 1.18139  -0.26
O -0.84216 -1.19280 0.04375  -0.15
C -1.93478 -0.81128 -0.78033  -0.09
H 2.18309 -0.77155 0.26773  0.07
H 2.88860 0.62715 -0.56743  0.07
H 2.69168 0.64927 1.20457  0.07
H 0.39899 0.55434 -0.81978  0.10
H 0.88868 2.00450 0.07411  0.11
H -1.31510 -0.77892 2.02764  0.13
H -2.81263 -1.42812 -0.56143  0.09
H -1.62830 -0.96236 -1.81798  0.09
H -2.18791 0.24656 -0.64095  0.09

E_LUMO (eV): 0.96
SMILES: CC/N=C\OC
Relative energy (zero: lowest compared OMol25 entry of this formula, charge and spin) (kJ/mol): 184.1
DFT total energy (a.u.): -287.762345
HOMO (hartree): -0.3658

=====

No. 2
# C5H26O10

10 unconnected molecules or ions with the total composition C5H26O10 at a distorted geometry (ωB97M-V/def2-TZVPD, the Open Molecules 2025 dataset).

Last column: Löwdin charge in e.
Element x y z (Å)
C 1.42007 2.21047 -1.98937  0.03
C 0.97170 1.25889 -1.19561  -0.16
C 1.69462 0.58382 -0.12673  -0.14
C 1.18950 0.12971 1.02726  -0.38
O -0.11301 0.44689 1.36529  -0.04
C 1.96541 -0.59906 2.07615  0.01
H 0.90585 2.78837 -2.75190  0.07
H 2.44387 2.56935 -1.89374  0.05
H -0.04457 0.94064 -1.22419  0.09
H 2.73764 0.37199 -0.28253  0.10
H -0.65294 -0.39068 1.52470  0.08
H 3.04104 -0.43921 2.01314  0.09
H 1.81039 -1.67566 2.07213  0.07
H 1.51057 -0.34084 3.01796  0.09
H 0.19198 -3.81385 -0.03993  0.02
H 0.91892 -3.72805 1.37276  0.05
O 0.07193 -3.82168 0.92809  -0.06
H -1.64683 -1.07103 -2.09643  0.02
H -2.13979 -2.11684 -3.05075  0.07
O -1.31637 -1.70308 -2.74499  -0.05
H -2.11255 -1.56956 0.87241  0.02
H -0.91852 -2.43446 1.43526  0.03
O -1.58576 -1.73142 1.67635  -0.06
H -3.84712 -1.36692 -0.44722  0.08
H -3.19980 0.03083 -0.43373  0.01
O -3.03546 -0.90350 -0.72207  -0.08
H 1.82949 2.08866 0.90228  -0.01
H 0.51370 1.83288 1.70164  0.02
O 1.04826 2.52934 1.26401  -0.09
H -1.22472 3.65046 -0.50429  0.06
H -0.53374 2.40208 0.18257  0.03
O -1.33351 2.72348 -0.30850  -0.06
H 1.33822 -2.73222 -2.24031  0.04
H -0.13248 -2.71390 -2.06871  0.01
O 0.67926 -3.15442 -1.69498  -0.08
H -2.95884 2.07768 -0.12651  0.01
H -3.80159 1.54795 1.07223  0.06
O -3.71088 1.50622 0.11987  -0.05
H 4.09129 2.29061 0.82886  0.10
H 3.49315 1.89764 -0.48779  0.05
O 3.53439 1.60782 0.42900  -0.07

E_LUMO (eV): 0.42
SMILES: C=C/C=C(/C)O.O.O.O.O.O.O.O.O.O
Relative energy (zero: lowest compared OMol25 entry of this formula, charge and spin) (kJ/mol): 463.6
DFT total energy (a.u.): -958.413259
HOMO (hartree): -0.2985

=====

No. 3
# C18H20NO

A gas-phase ion, C18H20NO (charge +1) at a distorted geometry (ωB97M-V/def2-TZVPD, the Open Molecules 2025 dataset).

Last column: Löwdin charge in e.
Element x y z (Å)
C -2.32286 -1.28675 2.53502  -0.03
C -1.62596 -0.02952 1.89842  -0.31
C -2.36488 1.23635 2.27424  -0.02
C -0.16599 -0.00487 2.11788  -0.22
C 0.57132 1.20179 2.13568  -0.03
C 1.96553 1.22293 2.30707  -0.06
C 2.62239 0.01705 2.55293  -0.07
C 1.91861 -1.19846 2.65360  -0.06
C 0.53146 -1.15625 2.53272  -0.03
H -1.97479 -2.23334 2.08302  0.09
H -2.17592 -1.34658 3.62366  0.11
H -3.39749 -1.23471 2.33884  0.07
H -1.81592 2.14525 2.04969  0.08
H -3.28528 1.27626 1.72574  0.08
H -2.58887 1.22768 3.31069  0.10
H 0.07048 2.14836 1.88238  0.11
H 2.48528 2.16431 2.25990  0.11
H 3.71235 0.03824 2.82072  0.13
H 2.44213 -2.13355 2.85136  0.11
H -0.01612 -2.14426 2.63965  0.13
C 2.38978 2.25162 -2.45881  -0.05
O 1.15721 2.92629 -2.83000  -0.09
C 0.00709 2.46675 -2.20849  -0.20
C -0.02917 1.46994 -1.22196  0.04
C -1.25536 0.93629 -0.89070  -0.11
C -2.44368 1.53168 -1.43346  -0.19
N -3.51940 0.79736 -0.95633  0.16
C -3.08647 -0.23488 -0.17820  0.01
C -1.69942 -0.09698 0.03706  -0.09
C -2.39915 2.53803 -2.37661  -0.02
C -1.20845 3.02399 -2.80328  0.03
H 3.20531 2.81996 -2.93305  0.10
H 2.52056 2.26006 -1.36569  0.09
H 2.38586 1.21966 -2.83530  0.10
H 0.85818 1.07056 -0.72794  0.12
H -4.49688 1.01627 -1.18802  0.19
H -3.81563 -0.85548 0.37703  0.16
H -1.01225 -0.93404 0.22204  0.17
H -3.35353 2.89566 -2.86079  0.15
H -1.08511 3.75515 -3.62180  0.14

E_LUMO (eV): -4.36
SMILES: COc1ccc2c(c1)[C@@H](C(C)(C)c1ccccc1)C=[NH+]2
Relative energy (zero: lowest compared OMol25 entry of this formula, charge and spin) (kJ/mol): 144.8
DFT total energy (a.u.): -827.599738
Net charge: +1
HOMO (hartree): -0.4263

=====

No. 4
# C4H7NO

C4H7NO in the gas phase (ωB97M-V/def2-TZVPD, the Open Molecules 2025 dataset).

Last column: Löwdin charge in e.
Element x y z (Å)
O -2.84422 0.10933 1.03643  0.06
C -1.87761 -0.24655 0.40665  -0.23
C -0.51403 0.33053 0.72616  -0.10
N 0.61331 0.01029 -0.17594  -0.31
C 0.39867 -0.65821 -1.31438  -0.02
C 1.79497 0.49947 0.19202  -0.02
H -1.97771 -0.99673 -0.38863  0.11
H -0.26282 0.03686 1.75336  0.14
H -0.63850 1.41655 0.68950  0.14
H 1.17239 -0.59901 -2.07190  0.06
H -0.37040 -1.41385 -1.35116  0.04
H 2.66713 0.14585 -0.33895  0.06
H 1.83883 1.36546 0.83686  0.06

E_LUMO (spin up / spin down) (eV): 0.78 / 0.79
Relative energy (zero: lowest compared OMol25 entry of this formula, charge and spin) (kJ/mol): 370.8
DFT total energy (a.u.): -286.490434
HOMO (spin up / spin down) (hartree): -0.2648 / -0.2648